Entry 1:
Density functional theory data (ωB97M-V/def2-TZVPD) for an isolated molecule of C2H3NO2 at a distorted geometry.

```
8
Properties=species:S:1:pos:R:3:nbo_charge:R:1
C -0.6824 1.0433 0.7119 0.08
C -0.5012 0.3711 -0.5757 0.26
N 1.3659 -0.7230 0.1460 -0.25
O -1.5027 0.0563 0.2504 -0.43
O 0.3933 -0.6219 -0.7644 -0.33
H -0.0617 0.6189 1.4662 0.18
H -0.7535 0.9248 -1.4634 0.18
H 1.7424 -1.6695 0.2290 0.31
```

As for the charge: 0. As for the total energy: -7700.69602 eV. As for the orbital gap (alpha / beta): 9.273 / 9.198 eV. As for the highest occupied orbital energy (alpha / beta): -9.48 / -9.75 eV. For the energy above the lowest of the compared OMol25 structures with the same formula, charge and spin, the calculation gives 689.6 kJ/mol.

***

Entry 2:
Density functional theory data (ωB97M-V/def2-TZVPD) for an isolated molecule of C19H20N2O5 at a distorted geometry.

```
46
Properties=species:S:1:pos:R:3:nbo_charge:R:1
C 2.7794 0.2178 3.2025 -0.62
C 1.9783 1.0008 2.1690 -0.39
H 2.4181 0.8483 1.1819 0.20
H 2.0399 2.0661 2.4015 0.20
C 0.4999 0.5890 2.1108 -0.42
C 0.3278 -0.8220 1.6153 -0.15
C 0.2951 -1.0470 0.2495 -0.16
C 0.1577 -2.3126 -0.3107 -0.11
C 0.0741 -3.4083 0.5668 0.33
C 0.0942 -3.1994 1.9328 -0.37
C 0.2220 -1.9228 2.4691 0.41
O 0.2400 -1.8270 3.8224 -0.68
H 0.3953 -0.9092 4.0784 0.48
H 0.0159 -4.0330 2.6164 0.22
O -0.0333 -4.6747 0.0646 -0.69
H -0.1821 -5.2921 0.7911 0.49
C 0.1067 -2.4978 -1.7500 0.16
N 0.5685 -3.6298 -2.3292 -0.31
N 0.4255 -3.6475 -3.6476 -0.25
C -0.1529 -2.5113 -3.9562 -0.03
C -0.3882 -1.7191 -2.8060 -0.22
C -1.0879 -0.4637 -2.8726 0.33
C -1.9612 -0.0631 -3.8670 -0.31
C -2.3898 1.2232 -3.5250 -0.21
C -1.7515 1.5436 -2.3463 0.10
C -1.8424 2.7973 -1.6153 0.75
O -2.5678 3.7035 -1.9611 -0.60
O -1.0371 2.8715 -0.5408 -0.51
C -1.0719 4.1287 0.1388 -0.07
C 0.0934 4.2192 1.1053 -0.63
H 0.1402 5.2238 1.5162 0.22
H -0.0279 3.5122 1.9205 0.21
H 1.0244 4.0039 0.5874 0.22
H -1.0237 4.9264 -0.6110 0.20
H -2.0306 4.2186 0.6625 0.19
O -0.9621 0.5121 -1.9557 -0.38
H -3.0724 1.8559 -4.0536 0.24
H -2.2597 -0.6381 -4.7186 0.23
H -0.3718 -2.2685 -4.9758 0.21
H 0.9465 -4.4277 -1.8432 0.43
H 0.3837 -0.1994 -0.4085 0.24
H 0.0406 0.7285 3.0951 0.19
H -0.0157 1.2498 1.4120 0.24
H 2.7439 -0.8493 2.9939 0.21
H 2.3977 0.3939 4.2075 0.19
H 3.8212 0.5293 3.1830 0.22
```

The SMILES is CCCc1cc(-c2[nH]ncc2-c2ccc(C(=O)OCC)o2)c(O)cc1O. As for the charge: 0. As for the total energy: -33245.25400 eV. As for the orbital gap: 8.266 eV. As for the highest occupied orbital energy: -7.74 eV. For the energy above the lowest of the compared OMol25 structures with the same formula, charge and spin, the calculation gives 195.3 kJ/mol.

***

Entry 3:
Density functional theory data (ωB97M-V/def2-TZVPD) for a structure of composition C4H4AgN2O4 at a distorted geometry.

```
15
Properties=species:S:1:pos:R:3:nbo_charge:R:1
N -0.2548 2.9194 0.4106 -0.33
C 0.0772 2.0314 -0.2011 0.48
O 0.7121 1.0178 -0.7812 -0.50
C 0.2689 -0.2928 -0.3057 0.59
N 1.5373 -0.9744 -0.0155 -0.80
C -0.7611 -0.3911 0.8537 -0.17
O -2.0136 -0.6857 0.2192 -0.45
C -1.7684 -0.5527 -1.1250 0.96
O -2.4470 -0.1977 -1.9712 -0.44
O -0.4062 -0.9256 -1.3545 -0.49
H 2.2210 -0.2766 0.3436 0.23
H 1.9509 -1.2961 -0.8990 0.44
H -0.5483 -1.3492 1.3905 0.24
H -0.7525 0.3399 1.6891 0.23
Ag 2.1846 0.6334 1.7467 1.01
```

As for the charge: +1. As for the total energy: -19370.52200 eV. As for the orbital gap: 8.117 eV. As for the highest occupied orbital energy: -15.41 eV.

***

Entry 4:
Density functional theory data (ωB97M-V/def2-TZVPD) for a cluster of 2 separate species, C8H21BBr4N2OP in total at a distorted geometry.

```
38
Properties=species:S:1:pos:R:3:nbo_charge:R:1
C 1.7117 -0.1871 -0.6261 -0.86
B 0.9418 1.2569 -0.7768 -0.30
C -0.0991 1.6228 0.4456 -0.60
C -1.5794 1.0661 0.2695 -0.51
C -2.4491 1.8002 -0.8383 0.69
N -3.9483 1.8851 -0.6077 -0.88
O -2.0402 2.3410 -1.8708 -0.56
P 2.1274 2.7687 -1.0144 1.12
N 3.5073 2.6816 -0.1749 -1.39
H 2.8542 -0.0805 -0.6870 0.20
H 1.4493 -0.7166 0.3557 0.20
H 1.4381 -0.8486 -1.5223 0.20
H 0.2737 1.1823 -1.7780 -0.01
H 0.3233 1.1581 1.4078 0.20
H -0.0648 2.7552 0.6267 0.20
H -2.1186 1.2554 1.2692 0.18
H -1.5853 -0.0539 0.1263 0.26
H -4.0410 1.8691 0.4227 0.38
H -4.1920 2.8139 -0.9897 0.41
H 1.4005 3.9287 -0.5843 -0.10
H 2.4196 2.9516 -2.4234 -0.10
H 3.5188 1.7817 0.3317 0.35
Br -3.9891 0.0663 -1.3422 0.14
C -3.9459 -1.5929 -2.4154 -0.61
C -3.9318 -2.8251 -1.5402 -0.42
Br -2.1652 -3.1225 -0.7678 -0.03
H -3.0770 -1.5234 -3.0720 0.22
H -4.8563 -1.5629 -3.0191 0.20
H -4.1390 -3.7235 -2.1256 0.20
H -4.6359 -2.7699 -0.7097 0.21
Br 3.1772 -3.2520 1.2133 0.00
C 4.3552 -2.4437 2.5384 -0.45
C 3.5707 -1.7019 3.5912 -0.46
Br 2.9296 0.0134 2.9240 0.02
H 5.0545 -1.8085 1.9964 0.24
H 4.8985 -3.2794 2.9818 0.22
H 4.2080 -1.4546 4.4413 0.22
H 2.6989 -2.2513 3.9440 0.23
```

As for the charge: -1. As for the total energy: -303796.85944 eV. As for the orbital gap: 6.378 eV. As for the highest occupied orbital energy: -3.87 eV.

***

Entry 5:
Density functional theory data (ωB97M-V/def2-TZVPD) for a structure of composition C13H33AsF6N5O6Tl at a distorted geometry.

```
65
Properties=species:S:1:pos:R:3:nbo_charge:R:1
Tl -0.1437 0.8802 0.6884 1.00
As 5.1022 2.8914 6.5252 2.78
F 6.3588 1.7214 5.9330 -0.56
F 6.0911 4.1875 5.7231 -0.57
F 3.8547 3.9977 7.1741 -0.56
F 4.3369 1.5182 7.2980 -0.59
F 6.0593 3.1172 8.0354 -0.55
F 4.0560 2.7924 5.0576 -0.60
C -4.2298 7.0661 -3.3896 -0.64
C -4.5430 5.6930 -2.8244 0.07
C -5.4101 4.8356 -3.6681 -0.61
O -3.3386 4.9563 -2.7784 -0.63
H -3.6949 6.9775 -4.3352 0.20
H -3.5695 7.6965 -2.7941 0.23
H -5.1561 7.6242 -3.5259 0.23
H -4.9832 5.8708 -1.8432 0.19
H -6.4007 5.2701 -3.8025 0.22
H -5.5834 3.9151 -3.1105 0.22
H -5.0044 4.6180 -4.6561 0.21
H -2.9289 5.3643 -3.5448 0.47
O 3.0786 -3.2786 4.4057 -0.44
C 3.7670 -4.2300 4.7939 0.66
N 3.2478 -5.4184 4.9498 -0.74
C 5.1436 -4.0964 5.2452 -0.70
H 2.2849 -5.4633 4.6486 0.41
H 3.6848 -6.1354 5.5112 0.43
H 5.3257 -3.4864 6.1299 0.28
H 5.6446 -3.6630 4.3796 0.26
H 5.6161 -5.0535 5.4660 0.23
O 6.1067 0.7284 -0.6115 -0.44
C 7.3382 0.8470 -0.8509 0.66
N 8.2847 0.8644 0.0613 -0.73
C 7.7956 0.8543 -2.2399 -0.72
H 9.2168 0.7302 -0.3038 0.42
H 8.1291 0.7597 1.0537 0.43
H 7.4916 1.8300 -2.6190 0.27
H 7.2238 0.0941 -2.7722 0.26
H 8.8033 0.6540 -2.6038 0.26
O 2.3500 -4.5018 -1.7595 -0.51
C 2.8716 -5.6018 -1.8463 0.67
N 2.1145 -6.6798 -1.5217 -0.78
C 4.2036 -5.7915 -2.4702 -0.74
H 2.5416 -7.5913 -1.4389 0.41
H 1.1845 -6.4445 -1.2058 0.42
H 4.0684 -5.7644 -3.5514 0.27
H 4.8367 -6.6381 -2.2046 0.25
H 4.9722 -5.0332 -2.3210 0.26
O -3.9437 -1.8568 -3.6617 -0.53
C -4.8247 -2.3828 -4.4070 0.66
N -5.4877 -3.4778 -4.0309 -0.77
C -5.0196 -1.8979 -5.7914 -0.72
H -5.4437 -3.9522 -3.1403 0.42
H -6.1199 -3.8686 -4.7146 0.41
H -5.5663 -2.5683 -6.4545 0.23
H -4.0630 -1.9586 -6.3105 0.26
H -5.3818 -0.8745 -5.8893 0.26
O -6.2731 1.9367 2.0947 -0.51
C -7.4791 1.9252 2.2383 0.68
N -8.1354 0.7826 2.3615 -0.78
C -8.2898 3.2294 2.5385 -0.70
H -9.1374 0.7560 2.4856 0.42
H -7.5324 -0.0276 2.3487 0.41
H -8.1190 4.0316 1.8206 0.25
H -8.0163 3.6617 3.5010 0.26
H -9.3661 3.0579 2.5252 0.23
```

As for the charge: +2. As for the total energy: -115568.20876 eV. As for the orbital gap: 1.173 eV. As for the highest occupied orbital energy: -13.71 eV.

***

Entry 6:
Density functional theory data (ωB97M-V/def2-TZVPD) for a cluster of 8 separate species, C36H71Br14ClF5O4P2 in total at a distorted geometry.

```
133
Properties=species:S:1:pos:R:3:mulliken_charge:R:1
C 0.6387 3.6904 0.1246 -0.33
O -0.5116 3.5123 -0.6717 -0.34
C -1.0667 2.2087 -0.5536 -0.83
C -0.2418 1.0875 -1.1597 0.86
C -0.1372 1.1687 -2.6886 -1.23
C 1.0876 1.9593 -3.1690 -0.78
C 2.3661 1.0834 -3.1306 -0.08
C 3.6138 1.8326 -2.6270 -1.32
C 3.9627 1.5306 -1.1493 0.69
C 5.4334 1.1358 -0.9757 -1.01
C 5.7098 -0.2488 -1.6045 -0.27
C 6.7090 -1.1155 -0.8366 -1.02
C 6.3206 -1.5190 0.6049 1.03
C 5.8122 -2.9519 0.8178 -1.43
P 3.9666 -3.4817 0.7961 2.99
F 2.3462 -4.0366 0.6699 -0.95
C 3.2917 -1.7196 0.8809 0.64
C 1.8037 -1.5197 1.1022 -0.95
F 1.0467 -1.6839 -0.0473 -0.39
C 4.6095 -5.3149 0.6626 -1.33
C 3.6730 -6.4360 1.1370 -0.72
C 3.2332 -7.3711 0.0505 0.34
F 1.8987 -7.6030 -0.0379 -0.32
C 4.0180 -7.9672 -0.8590 0.25
F 3.7713 -7.9783 -2.1689 -0.25
F 5.1221 -8.6627 -0.6006 -0.26
C 3.8367 -3.7713 2.7238 -2.18
C 3.8521 -2.6158 3.6938 1.08
C 5.1452 -1.8347 3.8733 -1.13
Cl 3.4784 -3.3079 5.3883 -0.27
P 3.8117 -3.4900 -1.5162 0.93
O 3.0647 -2.3782 -2.1589 -0.76
O 5.2588 -3.6733 -2.2960 -0.61
O 3.0341 -4.8892 -1.9097 -0.47
H 1.5150 3.2131 -0.3224 -0.11
H 0.8327 4.7607 0.1841 0.27
H 0.4776 3.2935 1.1332 0.31
H -1.2353 2.0079 0.5157 0.51
H -2.0507 2.2528 -1.0269 -0.08
H 0.7696 1.0773 -0.7450 -0.60
H -0.7186 0.1498 -0.8721 0.41
H -0.0915 0.1553 -3.0953 0.42
H -1.0485 1.6199 -3.0971 0.49
H 1.2040 2.8411 -2.5374 0.25
H 0.8892 2.2803 -4.1939 0.39
H 2.1516 0.2062 -2.5184 0.01
H 2.5313 0.7269 -4.1490 0.48
H 3.4224 2.9041 -2.7359 0.55
H 4.4562 1.5882 -3.2764 0.43
H 3.3255 0.6955 -0.8541 -0.58
H 3.7018 2.3845 -0.5185 0.34
H 6.0045 1.8874 -1.5341 0.51
H 5.7577 1.2270 0.0601 0.20
H 4.7660 -0.7568 -1.8073 -0.20
H 6.1569 -0.0653 -2.5866 0.68
H 7.0036 -1.9907 -1.4161 0.33
H 7.6174 -0.5034 -0.7607 0.25
H 5.7613 -0.6983 1.0514 -0.21
H 7.2795 -1.4772 1.1396 -0.70
H 6.1658 -3.2984 1.7930 0.73
H 6.3569 -3.5910 0.1176 0.68
H 3.5308 -1.1715 -0.0320 -1.58
H 3.7787 -1.1175 1.6504 0.23
H 1.3927 -2.1106 1.9225 0.38
H 1.6564 -0.4655 1.3875 0.31
H 5.5464 -5.3867 1.2188 0.78
H 4.9079 -5.5516 -0.3612 0.37
H 4.2206 -7.0673 1.8536 0.39
H 2.7691 -6.1293 1.6564 0.26
H 2.9039 -4.3056 2.9078 0.40
H 4.6109 -4.4737 3.0492 0.52
H 3.0397 -1.9133 3.5575 -0.13
H 6.0072 -2.5037 3.8705 0.23
H 5.2760 -1.0185 3.1674 0.12
H 5.1226 -1.3939 4.8709 0.47
H 5.4000 -4.5982 -2.5230 0.33
H 3.1847 -5.0309 -2.8530 0.35
Br 2.6944 0.7944 4.6613 -0.09
C 2.2246 0.1437 6.4301 -0.46
C 2.8384 0.9843 7.5164 -0.58
Br 4.7393 0.6256 7.7259 -0.16
H 2.5378 -0.8962 6.4698 0.15
H 1.1392 0.1978 6.4803 0.43
H 2.3910 0.7437 8.4781 0.36
H 2.7418 2.0478 7.3245 0.36
Br -4.0446 3.4708 -0.4863 0.08
C -5.9900 3.4225 -0.5792 -0.28
C -6.4764 2.4178 -1.5859 -0.71
Br -6.2685 3.0679 -3.4112 -0.16
H -6.3148 4.4339 -0.7988 0.06
H -6.3187 3.1437 0.4202 0.41
H -7.5436 2.2422 -1.4632 0.37
H -5.9462 1.4738 -1.5251 0.41
Br 11.3057 0.0531 -0.2264 -0.15
C 10.8963 0.5647 1.6049 -0.57
C 9.4334 0.4038 1.9187 -0.42
Br 8.3612 1.8163 1.1279 -0.10
H 11.2370 1.5875 1.7273 0.38
H 11.4918 -0.0966 2.2304 0.36
H 9.2674 0.4790 2.9912 0.42
H 9.0275 -0.5342 1.5548 0.11
Br -10.1882 4.2110 -0.8966 -0.12
C -9.5857 4.9808 -2.5820 -0.32
C -10.7486 5.4374 -3.4210 -0.61
Br -11.6562 3.9311 -4.2502 -0.14
H -8.9768 4.2267 -3.0691 0.25
H -8.9581 5.8250 -2.3028 0.16
H -10.4098 6.0612 -4.2446 0.37
H -11.4898 5.9746 -2.8384 0.41
Br -14.1676 0.3245 -5.6151 -0.14
C -14.4055 -0.2901 -3.7852 -0.56
C -13.6218 0.5461 -2.8102 -0.59
Br -11.7258 0.1359 -2.8586 -0.06
H -14.1135 -1.3347 -3.7645 0.36
H -15.4715 -0.2044 -3.5869 0.35
H -13.9377 0.3346 -1.7910 0.35
H -13.7136 1.6106 -3.0044 0.30
Br -6.6630 7.7336 3.6191 -0.17
C -6.0403 6.3171 2.4397 -0.58
C -5.8078 6.8122 1.0394 -0.32
Br -7.4839 7.0794 0.0797 -0.11
H -6.7822 5.5264 2.4826 0.36
H -5.1062 5.9666 2.8723 0.38
H -5.2561 6.0696 0.4660 0.00
H -5.2776 7.7578 1.0085 0.43
Br -9.7857 -1.3096 0.4913 -0.12
C -9.2538 -2.6626 -0.7994 -0.55
C -7.7740 -2.6343 -1.0706 -0.56
Br -7.2928 -1.1384 -2.2163 -0.11
H -9.8404 -2.4852 -1.6956 0.30
H -9.5430 -3.6128 -0.3565 0.34
H -7.4709 -3.5250 -1.6156 0.34
H -7.1837 -2.5435 -0.1650 0.39
```

As for the charge: -1. As for the total energy: -1071958.26542 eV. As for the orbital gap: 6.385 eV. As for the highest occupied orbital energy: -4.97 eV.

***

- Look up the charge of the first one.
  0